# 1
Density functional theory data (ωB97M-V/def2-TZVPD) for 16 unconnected molecules or ions with the total composition C68H177N9O25.

## Properties
E_LUMO: 0.5 eV
Highest occupied orbital energy: -8.2 eV

```
! wB97M-V def2-TZVPD RIJCOSX def2/J DEFGRID3
* xyz 0 1
C -31.69039 27.92906 4.75225
O -30.57904 27.28919 5.28953
C -29.36857 27.94538 5.27354
C -28.34784 26.91344 5.66612
N -27.94691 25.80121 4.83406
C -27.56001 26.10836 3.40099
C -26.56281 25.13311 3.04376
O -25.97642 25.50893 1.80681
C -25.32313 24.54097 1.10145
H -31.64048 28.01230 3.71328
H -31.90600 28.89579 5.22514
H -32.52321 27.28232 5.00941
H -29.32325 28.76191 5.96776
H -29.15975 28.37612 4.27549
H -28.71487 26.46154 6.56067
H -27.44989 27.49090 5.93043
H -28.68967 25.13315 4.81683
H -27.12348 27.10158 3.37801
H -28.43087 26.21166 2.71242
H -27.04412 24.13026 2.84361
H -25.76861 25.01449 3.80040
H -25.29260 24.85451 0.07936
H -25.83653 23.57976 0.97315
H -24.34442 24.24517 1.48106
C -37.07657 25.21348 5.08650
O -35.92091 25.35738 4.22081
C -35.40343 24.11061 3.69341
C -34.35648 24.41337 2.69642
N -34.86594 24.94790 1.48729
C -34.00818 25.15701 0.33336
C -33.06713 26.33745 0.41866
O -33.85553 27.49592 0.60808
C -33.12328 28.73997 0.46087
H -36.93869 24.69189 6.03026
H -37.73764 24.62851 4.43129
H -37.43462 26.20831 5.21526
H -36.13721 23.46499 3.20655
H -34.97598 23.47198 4.56325
H -33.84339 23.46250 2.51068
H -33.61318 25.14380 3.04392
H -35.31452 25.81845 1.77274
H -34.70691 25.23184 -0.50269
H -33.38841 24.22094 0.13547
H -32.40497 26.44691 -0.47710
H -32.35041 26.19129 1.27485
H -32.14636 28.55559 0.79332
H -33.53852 29.53486 1.06164
H -33.13840 29.00040 -0.56801
C -35.20042 20.79144 1.01381
O -33.97487 21.45883 0.67189
C -33.34538 21.05314 -0.50457
C -34.17686 21.37030 -1.71744
N -34.28949 22.77343 -1.78470
C -34.94392 23.13045 -3.05408
C -35.20303 24.62168 -2.93265
O -36.09386 24.69916 -1.84504
C -36.70060 25.91483 -1.66527
H -35.45656 19.97600 0.33557
H -35.98883 21.52582 0.92420
H -35.11243 20.34422 1.98781
H -32.91791 20.02890 -0.53726
H -32.42313 21.65925 -0.61844
H -35.13214 20.90462 -1.68626
H -33.75249 21.05733 -2.64536
H -34.87142 23.08101 -1.04608
H -35.90898 22.66486 -3.25266
H -34.24151 22.86203 -3.85008
H -35.69606 24.96772 -3.83429
H -34.30927 25.18102 -2.73143
H -37.49607 26.14842 -2.40318
H -36.01907 26.74734 -1.68139
H -37.20657 25.83966 -0.67810
C -21.75236 18.78184 -2.83232
O -21.41352 17.45061 -2.54468
C -21.30595 16.58158 -3.64054
C -20.18055 16.94627 -4.63015
N -18.84162 17.07808 -4.05688
C -18.13715 15.77102 -3.89440
C -16.97731 15.93891 -2.94480
O -17.46946 16.30947 -1.66636
C -16.48822 16.92326 -0.82777
H -20.90890 19.23886 -3.28871
H -21.90579 19.24499 -1.90475
H -22.62361 18.84610 -3.49480
H -22.31958 16.60136 -4.13018
H -21.13564 15.54796 -3.26858
H -20.45370 17.85374 -5.21152
H -20.16659 16.09890 -5.27833
H -18.93337 17.44259 -3.10360
H -17.62333 15.51699 -4.85105
H -18.84282 14.93388 -3.60686
H -16.33143 16.76054 -3.28450
H -16.37074 14.99804 -2.95932
H -16.07264 17.87079 -1.20648
H -15.79240 16.14929 -0.55239
H -17.05504 17.09281 0.15274
C -30.18126 14.16189 2.24767
O -30.69044 14.51930 0.97691
C -30.33581 13.62527 -0.06343
C -30.89510 14.17437 -1.32752
N -29.89553 14.70030 -2.25813
C -30.48596 14.73951 -3.61622
C -30.06635 16.01415 -4.34408
O -30.74028 17.11961 -3.83843
C -30.17447 18.35248 -4.20420
H -29.06149 14.15438 2.18113
H -30.47197 13.17954 2.60627
H -30.67055 14.84782 2.97539
H -30.77229 12.69804 0.22833
H -29.18672 13.57323 -0.12141
H -31.73282 14.88672 -1.00225
H -31.42713 13.42470 -1.93242
H -29.60515 15.60815 -1.95271
H -31.54095 14.73587 -3.57833
H -30.26426 13.91657 -4.24092
H -30.18550 15.91723 -5.43412
H -28.96899 16.13362 -4.10541
H -30.17106 18.48706 -5.26635
H -29.07498 18.33785 -3.91205
H -30.78524 19.14915 -3.74379
C -22.73186 22.74116 -1.63487
O -23.34038 21.47973 -1.64178
C -24.52215 21.47931 -0.94428
C -25.14795 20.10751 -1.34050
N -25.60217 20.11043 -2.73059
C -25.85429 18.72261 -3.12307
C -26.03627 18.61175 -4.63338
O -24.83000 18.76237 -5.26730
C -24.97488 18.77512 -6.65540
H -22.74533 23.08292 -0.63242
H -23.29041 23.46072 -2.30943
H -21.74356 22.63206 -2.07650
H -25.18500 22.28041 -1.28282
H -24.42729 21.53676 0.16512
H -26.00392 19.89034 -0.70337
H -24.42122 19.29151 -1.10845
H -24.79385 20.52910 -3.23799
H -26.70242 18.27834 -2.65313
H -25.02412 18.11138 -2.84665
H -26.82172 19.30296 -5.01832
H -26.40558 17.55061 -4.81014
H -25.54960 19.67257 -7.04177
H -25.64282 17.94626 -6.93023
H -24.00886 18.76804 -7.19129
C -16.19196 13.58844 0.70257
O -17.46550 13.23002 1.16850
C -18.28798 13.25173 0.11807
C -19.65210 12.87856 0.50834
N -20.59087 13.27848 -0.57872
C -21.89048 12.58325 -0.41741
C -22.70003 12.91405 0.84728
O -24.00269 12.48123 0.61591
C -24.95842 12.81976 1.54924
H -15.79775 12.99485 -0.13237
H -15.52301 13.50828 1.56408
H -16.28670 14.64215 0.44989
H -17.98125 12.56768 -0.60493
H -18.29882 14.25045 -0.36075
H -19.93181 13.29982 1.42588
H -19.70389 11.75943 0.73627
H -20.76090 14.27065 -0.58430
H -21.76514 11.47734 -0.44094
H -22.51698 12.75266 -1.31320
H -22.72622 13.98050 0.93699
H -22.30519 12.40360 1.76344
H -24.57784 12.57687 2.52264
H -25.92922 12.29325 1.31595
H -25.24673 13.95011 1.59896
C -30.64469 23.76348 1.04000
O -30.19990 24.64086 0.04516
C -28.82122 24.49440 -0.21791
C -28.38975 25.45920 -1.26861
N -28.39826 26.89875 -0.83366
C -29.71663 27.49228 -0.79711
C -29.63002 28.98551 -0.41647
O -29.41662 29.20081 0.91434
C -28.80670 30.43841 1.28374
H -30.06930 23.91513 1.97203
H -30.46706 22.75223 0.67405
H -31.73183 23.81560 1.25232
H -28.63046 23.45666 -0.55778
H -28.42677 24.61168 0.78162
H -29.04786 25.34148 -2.14825
H -27.38798 25.13705 -1.64866
H -27.82886 27.11661 -0.00831
H -30.47053 27.01479 -0.12448
H -30.12500 27.40755 -1.79849
H -30.51343 29.58278 -0.73373
H -28.78822 29.38196 -1.01169
H -27.90401 30.55319 0.58855
H -28.64148 30.44367 2.33701
H -29.48441 31.26606 0.99187
C -28.43834 20.73572 0.61074
O -28.74152 19.47263 1.25375
C -29.92078 18.91536 0.76268
C -29.78625 18.04270 -0.47604
N -28.90223 16.89955 -0.34864
C -27.48021 17.14512 -0.18752
C -26.75631 15.96915 -0.82289
O -25.42745 16.23159 -0.67876
C -24.72650 15.42064 -1.56559
H -27.38631 21.03859 0.76020
H -29.10933 21.45597 1.11972
H -28.66346 20.79299 -0.49626
H -30.64424 19.71280 0.57244
H -30.29576 18.36606 1.64715
H -29.41351 18.59941 -1.26528
H -30.79819 17.75428 -0.79806
H -29.19829 16.18888 0.31682
H -27.05273 17.37892 0.76055
H -27.19414 17.97868 -0.84562
H -27.04884 15.87319 -1.91458
H -27.11657 15.01387 -0.25590
H -23.69143 15.78300 -1.52257
H -25.03318 15.48780 -2.61056
H -24.70832 14.39722 -1.29704
C -28.65681 22.58761 -4.49187
C -28.72045 22.17708 -3.00841
O -28.38854 20.83753 -2.81367
H -27.68496 22.29523 -4.92890
H -28.88960 23.62295 -4.72225
H -29.35453 22.00358 -5.07981
H -29.68611 22.34092 -2.57032
H -28.00745 22.85516 -2.55326
H -27.42691 20.68113 -2.94904
C -30.99891 19.81228 4.07343
C -31.41928 21.06580 3.20056
O -30.46852 22.08004 3.49795
H -29.92160 19.65916 3.82138
H -31.64113 18.91973 3.88254
H -30.98853 20.14905 5.11225
H -32.45689 21.33047 3.43811
H -31.39145 20.90124 2.07252
H -30.89913 22.92262 3.71439
C -20.08337 15.76440 1.78975
C -19.95456 16.63341 0.54371
O -21.25546 16.40569 -0.03605
H -20.91175 16.14208 2.42509
H -19.19248 15.63625 2.35733
H -20.53262 14.81333 1.45185
H -19.12694 16.30145 -0.15651
H -19.74853 17.69941 0.85905
H -21.28735 17.05253 -0.80279
C -24.21786 17.26540 2.69193
C -23.49292 18.51438 2.23811
O -24.40669 19.49329 1.79041
H -24.90648 17.46822 3.45917
H -23.44659 16.54696 3.01268
H -24.79729 16.83544 1.86357
H -22.87940 18.21476 1.40134
H -22.96521 18.98435 3.07228
H -25.23540 19.51670 2.33516
C -25.64597 12.07490 -3.07185
C -26.83614 12.58795 -2.30508
O -27.70069 13.34190 -3.13353
H -24.98632 11.59463 -2.36582
H -25.07591 12.90385 -3.45171
H -25.88065 11.52742 -3.98016
H -26.38408 13.23853 -1.49847
H -27.44991 11.77543 -1.85320
H -28.35412 13.79030 -2.62371
C -33.45902 17.15091 1.30448
C -34.92772 17.03518 1.43049
O -35.35014 17.66032 2.60862
H -33.14264 18.19122 1.14978
H -32.99467 16.63239 0.50067
H -32.92152 16.84087 2.20234
H -35.21759 15.98583 1.47635
H -35.49683 17.37732 0.57713
H -36.27223 17.91573 2.57248
C -27.24707 20.52169 5.45842
C -27.07047 20.73714 3.95330
O -26.70893 19.43890 3.39940
H -27.76787 19.61244 5.68594
H -27.74476 21.36405 5.88770
H -26.24547 20.43249 5.92691
H -26.20150 21.36763 3.78104
H -28.04586 21.09946 3.59422
H -27.44359 19.28781 2.75591
*
```

Here are the Mulliken charges for atoms 1 to 5, given in e: C -0.62; O -0.32; C 0.26; C -1.22; N -0.18

***

# 2
Density functional theory data (ωB97M-V/def2-TZVPD) for 2 unconnected molecules or ions with the total composition C6H17N3.

## Properties
E_LUMO: 0.8 eV
Highest occupied orbital energy: -7.9 eV

```
! wB97M-V def2-TZVPD RIJCOSX def2/J DEFGRID3
* xyz 0 1
C 2.99848 0.80712 -0.37991
C 3.75320 -0.49534 -0.55323
N 0.48180 0.26101 -0.23335
H 1.88447 0.65349 -0.69402
H 0.43219 1.05318 0.41172
H 3.05411 1.18213 0.63885
H 3.35132 1.58255 -1.06230
H 4.81935 -0.36026 -0.35550
H 3.66026 -0.87070 -1.57339
H 3.37027 -1.25208 0.13095
C -1.47613 -0.53414 -1.57082
C -1.77036 0.32258 2.11174
N -1.07568 -0.35481 -0.17095
C -1.97999 0.43286 0.62954
N -0.99395 -1.72936 0.48534
C -2.87000 1.27411 0.10422
H -1.20126 -2.47140 -0.17711
H -0.02386 -1.83238 0.75491
H -0.71869 -1.14944 -2.05039
H -2.44930 -1.02545 -1.64148
H -1.50159 0.43103 -2.06979
H -0.71533 0.43448 2.36004
H -2.34544 1.08712 2.62833
H -2.09193 -0.65382 2.46840
H -3.48950 1.87303 0.75352
H -3.10242 1.33448 -0.94530
*
```

Here are the Mulliken charges for atoms 1 to 5, given in e: C -0.54; C -0.92; N -0.62; H 0.17; H 0.14

***

# 3
Density functional theory data (ωB97M-V/def2-TZVPD) for a single C3H5N molecule.

## Properties
E_LUMO: 0.5 eV
Structure (SMILES): CC1=NC1
Highest occupied orbital energy: -8.8 eV

```
! wB97M-V def2-TZVPD RIJCOSX def2/J DEFGRID3
* xyz 0 1
C -0.37517 0.17692 0.02838
C -1.61965 -0.49528 -0.22668
C 1.02544 0.50609 0.16010
N -1.69840 0.79757 0.49267
H -2.14214 -0.57379 -1.18017
H -1.82840 -1.38545 0.55390
H 1.71665 -0.25806 -0.18674
H 1.06733 0.73690 1.12649
H 1.13360 1.45708 -0.59836
*
```

Here are the Mulliken charges for atoms 1 to 5, given in e: C 0.12; C -0.05; C -0.76; N -0.44; H 0.24

***

Number 1: orbital gap 8.672 eV. Number 2: orbital gap 8.690 eV. Number 3: orbital gap 9.301 eV.